Record 1
A cluster of 7 separate species, C14H28Cl14 in total at a distorted geometry. Source: OMol25; level of theory: ωB97M-V with the def2-TZVPD basis set.

SMILES: ClCCCl.ClCCCl.ClCCCl.ClCCCl.ClCCCl.ClCCCl.ClCCCl
Gap between HOMO and LUMO in eV: 10.96
Spin multiplicity: 1
Energy relative to the best compared isomer or geometry (same formula, charge and spin) in kJ/mol: 18.2

```
56
Properties=species:S:1:pos:R:3:forces:R:3:mulliken_charge:R:1
Cl 0.78756 5.76443 0.20849 -0.40 0.35 -0.06 -0.1729
Cl 3.33190 3.30756 0.85768 0.31 -0.24 0.16 -0.1832
Cl -0.26432 3.82299 3.89338 0.00 -0.12 0.27 -0.1986
Cl 0.18793 1.73128 -2.67344 -0.10 0.30 -0.02 -0.1470
Cl -3.50097 -2.35777 -2.06628 -0.18 0.24 -0.36 -0.1807
Cl -1.26598 -4.66794 -0.39938 -0.04 0.08 -0.05 -0.1523
Cl -0.66814 0.74848 1.16050 -0.34 -0.21 0.10 -0.1531
Cl 5.22213 4.30340 -1.70084 0.11 -0.11 -0.22 -0.2046
Cl 1.92174 -0.42409 -0.58108 0.04 0.04 0.07 -0.1416
Cl -3.07104 2.43047 -2.13290 -0.43 -0.27 -0.11 -0.1671
Cl 3.40376 -6.41117 2.80715 0.28 -0.06 -0.12 -0.1954
Cl -1.26590 -4.37983 2.94756 -0.04 0.04 -0.10 -0.1715
Cl 3.24028 -3.35281 1.66340 -0.18 -0.05 0.12 -0.1773
Cl -2.47327 -2.32853 -5.29125 0.25 0.01 0.01 -0.2052
C -0.56175 3.37102 -2.64100 -0.46 -0.35 -0.81 -0.5049
C -2.95554 -0.93165 -3.03458 0.20 0.01 0.37 -0.1681
C 3.49179 3.87134 -1.80276 0.23 0.06 0.76 -0.3261
C 2.35382 -3.91306 3.12087 0.17 0.49 0.29 -0.1711
C 3.12502 2.77315 -0.82387 -0.87 0.33 -0.50 0.1111
C -0.05336 -0.92677 1.27430 0.78 -0.06 -0.61 -0.2187
C 0.66767 5.42552 1.95690 -0.26 -0.67 0.28 -0.4893
C -1.71241 3.41564 -1.64498 1.47 0.49 0.02 0.1072
C -2.63612 -4.89714 1.91911 -0.52 -0.12 0.51 -0.6221
C 1.97177 -5.36671 3.02696 0.16 -0.44 -0.31 -0.4137
C -1.82539 -1.33054 -3.95894 -0.19 -0.11 0.45 -0.2149
C -2.67478 -4.18714 0.59157 0.40 -0.32 0.27 -0.4500
C 0.50090 -1.37638 -0.06818 0.15 0.11 0.10 0.0278
C -0.35593 4.32340 2.20353 0.31 -0.06 -0.78 0.1254
H 0.86737 -2.39906 -0.01793 -0.26 -0.08 0.11 0.2549
H -3.57579 -4.47242 0.05500 -0.01 0.07 -0.06 0.4342
H 1.65850 5.06095 2.19918 0.01 0.06 0.34 0.2174
H -3.78846 -0.49827 -3.57902 -0.19 -0.24 0.02 0.4828
H 2.05123 2.61314 -0.92797 0.06 -0.12 -0.03 -0.2585
H -2.60246 -5.98042 1.83934 0.26 0.02 -0.23 0.3619
H -1.31101 -0.47474 -4.38518 -0.19 0.16 -0.05 0.2012
H -0.91674 3.55886 -3.65540 -0.03 -0.06 0.08 0.4243
H -1.10200 -1.90596 -3.38288 0.03 -0.18 -0.25 0.2196
H 2.96897 4.77510 -1.49992 -0.16 0.00 -0.25 0.1508
H -2.63244 -3.11271 0.73682 -0.09 0.06 -0.15 0.2631
H 1.53047 -5.79915 3.92007 -0.34 0.60 0.14 0.3260
H -2.64963 -0.22489 -2.26894 0.30 0.11 -0.20 -0.1560
H 3.60350 1.81903 -1.01697 0.38 0.11 0.22 0.3739
H -0.11033 3.48158 1.55647 0.02 -0.16 0.24 -0.2255
H 0.39335 6.28714 2.55875 0.23 0.35 -0.40 0.4081
H -1.38155 4.61379 1.99154 0.04 0.25 0.03 0.3356
H 3.25497 3.58718 -2.82344 0.02 -0.04 -0.04 0.3194
H -3.53362 -4.67240 2.49897 0.03 0.18 -0.14 0.3556
H 0.73530 -0.89232 2.02040 0.00 -0.13 0.06 0.2676
H 1.49924 -3.24370 3.20734 -0.27 -0.32 -0.08 0.0469
H -2.05161 4.44502 -1.55384 -0.02 -0.01 0.15 0.3746
H 1.31987 -5.54341 2.17578 -0.02 0.02 0.02 0.2111
H -0.81667 -1.64370 1.56450 -0.30 0.31 0.17 0.0633
H -1.29190 3.04963 -0.70930 -0.46 0.06 0.22 -0.2275
H -0.24673 -1.26686 -0.85013 -0.05 -0.11 0.00 -0.1383
H 2.97991 -3.69225 3.98318 0.19 -0.24 -0.09 0.3812
H 0.22693 4.09373 -2.44836 -0.05 -0.03 0.44 0.1902
```
Forces are in eV/Å.


Record 2
A cluster of 9 separate species, C14H28Cl2F2N6O18 in total at a distorted geometry. Source: OMol25; level of theory: ωB97M-V with the def2-TZVPD basis set.

SMILES: O=C1OC[C@@H](F)O1.O=C1OC[C@@H](F)O1.C[N+](=O)[O-].C[N+](=O)[O-].C[N+](=O)[O-].C[N+](=O)[O-].C[N+](=O)[O-].C[N+](=O)[O-].ClCCCl
Gap between HOMO and LUMO in eV: 10.31
Spin multiplicity: 1

```
70
Properties=species:S:1:pos:R:3:forces:R:3:mulliken_charge:R:1
Cl -4.09327 -4.57980 -2.55641 0.22 0.28 -0.51 -0.2039
Cl -3.69748 -2.15579 1.06885 0.21 -0.30 -0.54 -0.1899
F 2.07696 -6.11180 -3.56867 0.51 0.70 -0.14 -0.3077
F 2.48186 5.82274 -0.45886 0.87 1.35 -1.79 -0.3259
O 1.27438 1.44509 -0.26560 -1.52 0.01 0.35 -0.4091
O 4.72382 -0.36306 -1.35097 -1.98 0.21 -1.72 -0.5362
O -0.69027 7.09683 -2.63374 -0.89 -2.17 2.25 -0.5249
O 1.27577 -2.94913 2.82934 -0.41 -1.19 -1.67 -0.5643
O 0.31423 1.38951 2.78956 1.09 -1.01 -0.16 -0.5478
O 1.34438 -4.55831 1.35207 0.63 -0.22 -0.50 -0.5567
O -0.40711 -5.34338 -2.08950 -2.15 0.64 0.66 -0.3036
O -4.75927 2.85469 2.83947 -0.60 -0.55 -0.52 -0.5324
O 2.22168 4.16921 2.26687 0.49 -0.41 1.46 -0.3335
O 0.03331 -3.27637 -1.33656 0.28 -0.38 -0.73 -0.3083
O 1.49308 -0.24774 1.93648 -0.47 1.09 0.92 -0.4165
O 2.74306 -1.12303 -1.87367 0.96 0.88 -0.59 -0.4462
O 1.64108 -4.82321 -1.67449 1.94 -0.46 -0.79 -0.2678
O -5.64096 1.01799 1.96715 2.48 2.45 0.16 -0.5319
O 4.33402 3.40091 2.49068 -2.75 1.37 -2.37 -0.6042
O 3.45507 3.98713 0.41377 -0.95 0.27 1.04 -0.3511
O -0.73269 2.26256 -0.09651 0.42 -0.32 0.39 -0.5044
O -0.27464 6.70754 -0.53179 0.04 0.01 -0.30 -0.4748
N 3.66124 -0.31372 -2.01490 0.73 -1.51 2.60 0.8800
N -0.85515 6.43965 -1.56971 1.15 2.56 -0.73 0.8291
N -4.71949 1.88375 2.10605 -1.60 -1.65 0.67 0.9103
N 0.77845 -3.69035 1.95724 0.16 0.49 2.64 1.0199
N 1.30183 0.64241 2.76156 -0.14 -0.06 -0.56 0.8889
N 0.04730 1.33143 -0.25198 0.96 0.69 -1.95 0.8444
C 2.22742 4.62646 0.03978 0.06 -0.44 0.76 0.6957
C 0.25471 -6.54476 -2.23771 1.41 -1.30 -1.05 -0.4419
C 2.36232 0.82839 3.80710 -0.29 -0.22 0.32 -0.8816
C -0.52214 0.01250 -0.68385 -0.30 0.25 1.00 -0.7840
C 1.70166 -6.13503 -2.24685 0.34 0.85 -0.47 0.2325
C -1.76652 5.30984 -1.44099 -1.15 -1.00 -1.13 -0.5665
C -3.40901 1.69597 1.42939 0.07 -0.59 -0.21 -0.1265
C 3.41062 3.85096 1.79658 3.39 -2.09 1.11 0.6396
C -3.69626 -4.09781 -0.90898 -0.20 -0.98 1.36 -0.1156
C 3.44455 0.82932 -2.90573 0.40 0.45 -0.14 -0.6964
C -0.68244 -3.58755 1.83070 -0.63 0.68 -0.97 -0.3845
C 0.40859 -4.34640 -1.72523 -0.76 0.08 1.45 0.5589
C -3.77025 -2.60873 -0.67707 -0.33 0.15 -0.56 -0.3716
C 1.51726 4.89515 1.32195 -1.78 -0.17 0.16 -0.1840
H -2.35348 5.22664 -2.35568 0.29 -0.12 -0.04 0.3711
H -1.00891 -3.96276 0.86078 0.37 0.14 0.00 -0.1549
H 0.21005 -7.34920 -1.50356 -1.28 0.42 0.49 0.2904
H -0.10089 -0.65179 0.07073 -0.12 -0.46 -0.49 0.2643
H -2.94585 -2.17196 -1.24071 0.03 0.33 0.36 0.1804
H 2.57444 -0.16244 4.20879 -0.11 0.05 -0.08 0.3153
H 4.26642 1.51307 -2.69333 -0.29 0.07 -0.18 0.3174
H -3.30865 2.48894 0.68828 0.06 -0.15 0.15 0.1838
H 0.50227 4.50585 1.24239 -0.07 0.13 0.36 0.1079
H -4.39736 -4.68227 -0.31318 -0.16 0.47 0.24 0.3881
H 2.46673 1.24268 -2.65856 0.18 -0.03 -0.07 0.1785
H 3.27998 1.21605 3.36467 -0.29 0.15 -0.22 0.3237
H -0.00485 -6.88948 -3.23865 0.06 -0.51 0.25 0.2985
H -0.85589 -2.51326 1.89317 -0.51 -0.31 0.26 0.2287
H -1.17594 4.41338 -1.25211 0.06 0.11 -0.14 0.0811
H 3.47839 0.48770 -3.94025 -0.06 -0.06 0.14 0.2891
H -4.71002 -2.19432 -1.04200 0.09 -0.09 0.01 0.4478
H -1.20431 -4.18776 2.57601 0.44 0.32 0.35 0.3533
H -0.26041 -0.22076 -1.71594 0.53 0.10 0.32 0.3481
H -2.63950 1.76534 2.19824 -0.11 0.28 -0.10 0.2675
H 1.50475 5.94794 1.60404 0.04 0.00 -0.28 0.3050
H 2.48492 -6.71129 -1.75437 -0.43 0.10 0.38 0.3048
H -3.35760 0.69832 0.99335 -0.28 0.23 -0.11 -0.1865
H -2.72082 -4.48799 -0.61849 0.16 0.14 -0.44 -0.0987
H 1.59469 4.02675 -0.61452 0.70 -0.16 -0.46 0.0966
H -1.60522 0.11440 -0.61566 0.17 -0.12 0.19 0.1930
H 1.95255 1.48817 4.57187 0.16 -0.03 -0.24 0.3099
H -2.47718 5.40603 -0.62013 0.45 0.57 0.14 0.2900
```
Forces are in eV/Å.


Record 3
A cluster of 3 separate species, C14H28FN2O6S in total at a distorted geometry. Source: OMol25; level of theory: ωB97M-V with the def2-TZVPD basis set.

Net charge: +1
Gap between HOMO and LUMO in eV: 5.23
Spin multiplicity: 1

```
52
Properties=species:S:1:pos:R:3:forces:R:3:mulliken_charge:R:1
S 1.36835 -0.53023 -1.48525 6.11 -2.78 0.22 1.1605
F 0.26812 -0.74831 -2.80661 2.08 0.75 3.45 -0.2104
O -2.50291 2.11635 -5.50143 0.02 -0.01 0.16 -0.4346
O -4.67886 -0.70216 2.52876 -3.73 -4.24 0.75 -0.4112
O -3.69310 0.08646 2.85068 5.26 2.11 1.20 -0.0636
O 1.86059 -1.94971 -1.00477 -3.06 5.78 -2.11 -0.4758
O 2.01633 -1.21603 3.93797 -0.33 0.24 -0.17 -0.2875
O 2.54136 0.41241 -1.88050 -5.60 -3.08 1.23 -0.5382
N -1.33330 2.22591 3.76450 0.58 -1.70 0.79 -0.7159
N -0.80714 1.54700 2.64585 2.82 -1.12 -4.29 0.5390
C -1.26510 0.15867 2.23145 1.81 -0.04 -2.18 0.7286
C -0.43279 0.79945 -5.28540 0.17 -0.01 -0.19 -0.8879
C 2.76375 -1.37647 2.73254 0.10 -0.13 0.06 0.5509
C 3.95023 -1.16614 5.46239 0.14 0.10 -0.11 -1.0027
C -0.64213 -0.58451 0.90199 1.70 4.09 0.80 -0.5370
C 1.00154 1.73494 0.51948 -3.49 -2.51 2.34 -0.3681
C 2.59731 -1.76302 5.11903 0.06 0.01 0.22 -0.3922
C -2.45735 2.25896 -6.92094 -0.04 -0.02 -0.01 -0.3070
C 0.26001 2.34155 1.86690 0.29 -3.52 -2.64 -0.1549
C 0.51034 0.22092 0.04657 -2.61 2.26 3.49 0.0279
C 3.00925 -2.82797 2.36105 0.01 -0.12 0.01 -1.1636
C -2.44741 -0.68427 3.05011 0.92 0.68 0.48 -0.7184
C -1.91058 0.93571 -4.96582 -0.01 0.20 -0.07 -0.2840
C -3.16893 1.14288 -7.66469 -0.09 -0.15 0.02 -0.9962
H 3.70432 -0.81790 2.79441 0.01 -0.09 0.02 0.3047
H 2.65169 -2.85279 5.04363 0.08 0.00 -0.04 0.3262
H -2.03016 0.99332 -3.87654 -0.14 0.19 -0.20 0.2380
H -4.21568 1.07752 -7.34837 0.14 0.06 -0.07 0.2833
H 3.87331 -0.07894 5.57423 -0.01 -0.15 0.04 0.2768
H 4.69166 -1.36191 4.68335 -0.02 -0.07 0.12 0.2628
H -3.13866 1.32423 -8.74417 -0.01 0.00 0.17 0.3817
H -2.24809 -0.73638 4.21376 -0.04 0.26 -2.29 0.3702
H -1.41950 2.36129 -7.25692 -0.02 -0.09 -0.01 0.2937
H 2.05944 -3.36496 2.26340 0.11 0.08 -0.04 0.2718
H -0.02117 -0.09932 -4.81488 -0.12 0.23 -0.26 0.2866
H -2.95046 3.20873 -7.15469 0.07 -0.11 0.29 0.3265
H 3.60132 -3.34803 3.11720 0.04 0.06 -0.09 0.3629
H -1.02018 -1.67005 0.59209 0.94 2.71 0.81 0.2668
H 0.12103 1.67202 -4.92160 -0.07 -0.11 -0.01 0.2597
H -2.51661 -1.80817 2.68731 0.14 2.57 0.26 0.3238
H 3.54868 -2.89225 1.41028 -0.12 0.03 0.13 0.3819
H -1.28937 1.49729 4.53823 -0.19 1.56 -0.86 0.2883
H 4.32864 -1.58986 6.39826 -0.09 0.07 -0.14 0.3891
H -2.71019 0.16985 -7.47614 0.04 0.04 -0.10 0.2539
H 2.17775 -0.90326 1.93723 -0.05 0.00 0.25 -0.4858
H -4.87701 -1.20740 3.39310 -0.19 0.95 -1.78 0.3471
H 0.56596 3.41472 2.23903 -0.92 -2.48 -0.59 0.3266
H -0.25358 0.72508 -6.36118 -0.02 -0.06 0.10 0.3059
H 1.90024 -1.54683 5.93848 -0.02 0.02 -0.31 0.3012
H 1.84605 2.30810 -0.07852 -2.03 -1.27 1.47 0.3994
H -0.71740 3.04081 3.99349 -0.67 -1.13 -0.25 0.3098
H -2.46963 0.05271 -5.28831 0.05 -0.07 -0.08 0.2892
```
Forces are in eV/Å.


Record 4
A structure of composition C14H28Hg2O10S3 at a distorted geometry. Source: OMol25; level of theory: ωB97M-V with the def2-TZVPD basis set.

Net charge: +2
Gap between HOMO and LUMO in eV: 1.80
Spin multiplicity: 1
Energy relative to the best compared isomer or geometry (same formula, charge and spin) in kJ/mol: 584.3

```
57
Properties=species:S:1:pos:R:3:forces:R:3:mulliken_charge:R:1
Hg 14.45266 12.94446 27.96120 1.20 0.65 0.09 0.9319
Hg 15.96334 12.55300 24.97152 -0.02 0.44 0.63 0.5773
S 21.15109 18.51262 25.59877 -0.93 1.30 -0.44 1.0748
S 19.11763 17.59652 32.26740 1.87 -0.35 2.35 1.1415
S 19.18994 10.93530 30.39083 -1.75 -1.09 1.08 1.2133
O 15.58562 12.62853 31.62328 -0.31 1.34 -0.29 -0.3707
O 19.71198 17.34230 33.61025 -0.49 0.25 -3.14 -0.5728
O 16.15894 14.78979 31.79320 -0.50 0.07 0.17 -0.3362
O 19.96230 10.55786 31.56282 -0.70 0.95 -1.29 -0.5897
O 22.40905 17.78858 25.55570 -0.85 0.60 0.47 -0.6193
O 14.95933 14.07262 30.07844 0.05 -0.08 0.57 -0.6050
O 17.75096 10.55782 30.32537 1.80 0.81 -0.17 -0.5657
O 17.76931 18.06082 32.28051 -0.73 0.12 -0.97 -0.5685
O 16.23637 14.09341 26.79153 -0.54 -0.91 0.70 -0.4227
O 20.77983 19.46086 26.68711 0.94 -1.64 -1.80 -0.5700
C 20.63421 11.62534 28.25843 0.46 0.66 0.34 -0.7649
C 20.29501 17.96711 29.76088 0.62 -0.58 1.78 -0.5338
C 15.51771 13.81446 31.23761 0.23 -3.86 -1.36 0.8752
C 19.28066 12.71744 29.93529 0.32 0.06 -0.61 -0.1164
C 19.23635 19.20901 23.79480 1.09 -0.58 0.81 -0.6271
C 16.91217 15.22310 27.27069 0.34 1.63 -0.50 -0.2598
C 19.34682 16.15788 31.15195 1.15 -2.10 -0.60 -0.0867
C 19.73585 17.34405 25.43210 1.13 -0.27 0.88 -0.0230
C 20.79513 19.33033 23.91701 -1.22 -0.56 0.98 -0.7118
C 20.40432 16.46232 30.03590 -0.57 0.91 -0.58 -0.0324
C 20.23136 18.55936 31.16578 -0.03 1.92 -0.40 -0.9674
C 19.99865 10.40447 28.92480 1.60 -1.05 -0.73 -0.6788
C 19.72161 12.81574 28.40252 -2.10 -0.29 1.36 -0.0701
C 18.90397 17.73309 24.22389 0.56 0.64 0.09 -0.6222
H 18.28426 13.00414 30.27159 0.25 0.76 -0.21 -0.1987
H 19.44891 18.20498 29.11619 0.15 0.24 0.14 0.2675
H 21.47588 11.91779 28.88625 0.50 -0.41 -0.18 0.3309
H 16.55923 16.16050 26.84080 -0.79 -0.02 0.00 0.4323
H 21.00924 11.46792 27.24716 -0.17 -0.24 0.08 0.4195
H 20.12344 13.80703 28.19278 0.48 -0.16 0.21 0.1227
H 19.27165 17.37895 26.41769 -0.35 0.20 -0.15 -0.2511
H 18.37946 15.78696 30.81321 -0.10 0.42 -0.05 -0.2690
H 19.91639 19.59763 31.06148 -0.33 0.04 0.70 0.4949
H 20.27191 16.01768 29.04956 -0.69 -0.78 0.24 -0.1799
H 20.28394 16.40363 25.37459 -0.31 -0.22 -0.30 0.3971
H 18.85076 12.74050 27.75131 -0.28 -0.15 0.05 0.1071
H 15.79107 15.41744 31.16684 0.40 2.42 0.14 0.2743
H 19.23024 17.12843 23.37770 -0.25 -0.23 0.05 0.2936
H 19.79040 15.37025 31.76104 -0.35 0.03 0.41 0.5084
H 21.18682 20.33818 24.05454 0.01 -0.11 -0.49 0.4346
H 21.21561 18.57140 31.63397 -0.10 -0.30 0.22 0.4457
H 20.82450 9.82923 29.34332 -0.11 -0.46 -0.18 0.3949
H 17.85548 17.53746 24.44864 -0.05 0.25 -0.32 0.3628
H 16.89917 15.34661 28.35360 -0.50 -0.51 0.34 0.0214
H 18.94308 19.27243 22.74691 -0.05 0.61 0.17 0.3689
H 21.42372 16.17239 30.29060 -0.14 0.16 0.59 0.4371
H 18.82278 19.98487 24.43907 -0.52 -0.20 -0.25 0.3294
H 21.24535 18.38261 29.42576 -0.21 0.00 -0.82 0.3246
H 19.36691 9.73324 28.34304 -0.14 0.36 -0.05 0.4032
H 20.11297 13.05068 30.55522 -0.25 0.35 0.27 0.3074
H 17.97360 15.36508 27.06747 0.53 -1.20 -0.40 -0.0174
H 21.20389 18.72294 23.10949 0.76 0.19 0.36 0.3387
```
Forces are in eV/Å.


| no. | E_LUMO (eV) | E (hartree) |
| --- | --- | --- |
| 1 | 0.33 | -6992.9563 |
| 2 | -0.61 | -3352.6458 |
| 3 | -6.04 | -1608.4342 |
| 4 | -12.95 | -2802.9791 |